Entry 1:
The following is a quantum chemistry calculation of a cluster of 12 separate species, BH26O11 in total, from the OMol25 dataset.

The geometry in XYZ format:
```
38
Properties=species:S:1:pos:R:3:mulliken_charge:R:1
H -0.79 3.37 -1.01 0.40
O -2.80 -0.59 1.31 -0.66
H 1.82 -0.49 -0.52 -0.56
H 0.12 -1.58 3.08 0.27
H 1.53 3.96 -0.82 0.29
H 0.34 1.11 3.08 0.29
H 0.76 0.17 -2.02 -0.42
H 2.68 3.06 1.88 0.31
H -1.20 -0.97 -3.92 0.31
O -1.58 -3.19 -0.42 -0.63
H -1.44 -3.68 0.39 0.28
H -2.18 -1.31 1.48 0.34
H -0.15 -0.11 -0.32 -0.72
H 0.54 4.30 0.20 0.34
H 0.63 -2.96 -2.44 0.27
H -2.75 -0.61 -0.53 0.39
H 2.30 1.89 1.09 0.15
O 0.96 -3.00 -1.58 -0.77
O 3.14 -0.60 2.20 -0.71
H -0.75 -2.92 -0.88 0.45
H 2.82 -0.85 1.32 0.25
H -3.65 -0.95 1.45 0.29
B 0.90 0.22 -0.83 2.06
H 3.03 0.33 2.09 0.47
H -3.83 0.23 -1.34 0.25
O 2.79 2.12 1.83 -0.70
O -0.55 -1.69 -3.72 -0.74
H 1.10 1.41 -0.49 -0.57
O -0.39 -1.69 2.30 -0.60
H 0.24 -1.91 1.64 0.28
H -0.96 1.89 -1.04 0.17
O 0.75 4.47 -0.75 -0.70
O -3.09 -0.35 -1.39 -0.60
H -0.04 -1.27 -3.01 0.28
H -0.18 0.46 1.93 0.26
H 1.49 -2.23 -1.37 0.27
O -0.22 1.29 2.40 -0.56
O -1.40 2.67 -1.29 -0.71
```

charge = -1
maximum force = 4.0 eV/Å
calculated total energy = -868.08915 Eh
2S+1 = 1
Kohn-Sham gap = 9.2 eV

Entry 2:
The following is a quantum chemistry calculation of an isolated molecule of C5H11NOS, from the OMol25 dataset.

The geometry in XYZ format:
```
19
Properties=species:S:1:pos:R:3:mulliken_charge:R:1
H -0.08 2.80 0.31 0.31
C -0.86 0.80 -0.10 0.73
C -0.35 1.87 0.84 -1.45
C -0.90 -0.55 0.48 -0.25
N 1.47 -0.11 -0.19 -0.29
C 0.12 -0.24 -0.55 -0.46
H -2.63 -1.16 -0.95 0.14
H -0.47 -0.63 1.47 0.34
S -2.21 -1.70 0.21 -0.25
H -1.07 2.12 1.66 0.35
H 1.87 -2.08 -0.98 0.30
H 0.56 1.48 1.34 0.36
C 2.11 -1.43 -0.10 -0.84
O -1.81 1.08 -1.11 -0.58
H -2.69 1.16 -0.71 0.38
H 1.88 -1.91 0.89 0.24
H 2.02 0.46 -0.88 0.26
H -0.16 -0.71 -1.48 0.38
H 3.21 -1.27 -0.14 0.33
```

charge = 0
maximum force = 1.7 eV/Å
SMILES string = CN[C@H]1[C@H](S)[C@]1(C)O
calculated total energy = -725.23962 Eh
2S+1 = 1
Kohn-Sham gap = 9.4 eV

Entry 3:
The following is a quantum chemistry calculation of a cluster of 10 separate species, C26H75N3O17 in total, from the OMol25 dataset.

The geometry in XYZ format:
```
121
Properties=species:S:1:pos:R:3:lowdin_spin:R:1
O 0.27 1.65 1.09 0.00
N -3.92 -2.60 2.19 0.53
H 3.24 3.17 3.78 0.00
O 1.44 4.66 -1.65 0.00
C 1.08 6.07 -1.76 0.00
H -3.57 4.34 1.60 0.00
H 1.45 -2.14 5.12 0.00
H -2.25 -2.54 4.35 0.00
H 5.69 -3.11 0.79 0.00
O -3.27 -2.56 -4.19 0.00
O 0.84 4.53 3.49 0.00
C -3.62 -1.33 -3.48 0.00
C 0.82 5.16 2.20 0.00
H 4.94 -0.85 0.35 0.00
H -4.42 1.42 -0.69 0.00
H -0.91 -0.35 -6.77 0.00
C 3.35 1.16 3.45 0.00
H 4.59 -3.61 2.55 0.00
H -1.18 2.15 -3.04 0.00
H 1.28 -0.02 0.23 0.00
H -0.77 -3.38 -1.09 0.00
H -1.24 -5.20 -2.53 0.00
C -0.14 -3.69 -1.92 0.00
H -0.11 2.18 -4.07 0.00
H 0.87 1.73 -1.49 0.00
H 4.08 -3.84 0.46 0.00
H 0.69 6.23 2.40 0.00
H 0.02 -1.28 4.87 0.00
O 0.10 -0.98 -3.69 0.00
H -3.90 -3.24 -3.95 0.00
H 3.06 5.26 1.90 0.00
H 1.27 3.67 3.49 0.00
O -4.41 4.11 1.21 0.00
H -3.61 2.27 1.65 0.00
C -4.42 2.69 1.05 0.00
H -4.40 -0.09 -5.31 0.00
H -2.47 -5.58 1.77 0.00
H 2.03 3.07 -3.94 0.00
H -4.78 3.07 -1.02 0.00
H 0.65 0.03 -5.34 0.00
O 4.93 -1.97 -1.33 0.00
H 1.85 4.15 -0.21 0.00
H 3.31 -1.34 -0.22 0.00
H 2.03 6.60 -1.67 0.00
H 0.93 -1.70 -5.34 0.00
H -4.56 0.49 -3.84 0.00
H 5.38 1.33 4.32 0.00
C 4.35 -1.64 -0.10 0.00
H -4.05 -1.63 -2.53 0.00
C 4.90 1.05 3.38 0.00
O -1.05 -4.30 4.24 0.18
H -2.42 1.66 -0.89 0.00
O -1.22 -0.28 -0.86 0.00
C 0.80 2.37 -2.37 0.00
H 0.88 -0.90 6.28 0.00
H -1.50 -0.24 1.26 0.00
H 2.97 2.86 2.30 0.00
C 4.62 -2.94 0.77 0.00
H 0.70 6.22 -2.77 0.00
H -3.66 -4.70 0.84 0.00
H -0.71 0.38 -1.33 0.00
H 5.38 -1.21 -1.71 0.00
O 2.17 3.91 0.67 0.00
N 2.73 2.51 3.21 0.00
C -2.75 -4.58 1.43 0.01
O -0.38 -5.07 -2.11 0.00
O -1.79 -2.10 -6.26 0.00
C 1.04 -1.13 5.23 0.00
H 0.39 6.40 -0.98 0.00
C 2.18 2.34 -3.15 0.00
C -1.78 -5.01 5.21 0.02
H -4.28 -2.11 3.00 0.01
H 1.29 -2.13 -1.58 0.00
H -3.62 -2.07 1.38 0.02
H 3.58 -0.33 4.80 0.00
H -2.28 -4.31 5.89 0.00
C -4.57 -0.50 -4.31 0.00
O 4.31 -2.79 2.13 0.00
C 1.34 -3.21 -1.65 0.00
N -0.27 1.73 -3.18 0.00
C -0.79 -0.55 0.49 0.00
C -1.85 -3.22 3.60 0.08
H 3.30 -3.28 -2.24 0.00
H 1.03 2.20 1.28 0.00
H 2.31 5.95 0.74 0.00
O 2.45 -3.62 -2.53 0.00
H -5.41 2.35 1.34 0.00
H -2.23 -2.39 -5.47 0.00
H 2.89 1.14 5.50 0.00
H -1.27 -5.71 5.87 0.00
H -1.91 -0.18 -5.45 0.00
H -0.06 4.83 1.66 0.00
C -1.16 -0.86 -5.85 0.00
O 1.44 0.03 4.44 0.00
C 0.21 -0.93 -5.07 0.00
H 2.90 2.72 -2.43 0.00
H 3.09 0.55 2.58 0.00
C 2.12 5.09 1.37 0.00
H 5.20 0.04 3.12 0.00
C -3.05 -3.70 2.62 0.10
H 0.07 4.20 -3.07 0.00
C 2.80 0.42 4.68 0.00
H -0.50 3.77 -1.46 0.00
H 2.43 1.30 -3.38 0.00
H 5.22 1.63 2.51 0.00
H -1.19 -2.46 3.16 0.01
H -3.73 -4.30 3.23 0.03
H -2.03 -4.18 0.72 0.00
C -4.10 2.44 -0.45 0.00
H 1.59 -3.55 -0.64 0.00
H 0.87 -0.23 1.84 0.00
O -5.83 -1.03 -4.02 0.00
C 0.46 0.19 0.92 0.00
H -0.72 -1.60 0.75 0.00
H -5.90 -1.80 -4.59 0.00
H -2.69 -0.83 -3.19 0.00
O -2.76 2.56 -0.85 0.00
H -2.49 -5.53 4.58 0.01
H -0.15 -0.10 -3.39 0.00
C 0.38 3.79 -2.11 0.00
H -0.51 -3.14 -2.79 0.00
```

charge = +1
maximum force = 3.6 eV/Å
calculated total energy = -2478.30878 Eh
2S+1 = 2
Kohn-Sham gap (alpha / beta) = 7.8 / 2.2 eV

Entry 4:
The following is a quantum chemistry calculation of a cluster of 2 separate species, C3H11N3O in total, from the OMol25 dataset.

The geometry in XYZ format:
```
18
Properties=species:S:1:pos:R:3:mulliken_charge:R:1
H -0.05 -1.47 0.81 0.21
C -1.50 1.52 -1.80 -1.05
H -0.41 1.48 -1.70 0.27
H 3.16 -0.58 0.55 0.25
N 2.69 0.16 1.02 -0.55
H -1.76 2.30 -2.56 0.34
H -1.52 -0.25 -3.01 0.29
N 0.63 0.44 2.26 -0.51
N 0.95 -1.36 0.61 -0.67
H -3.11 0.22 -2.28 0.25
O -1.69 -0.75 -1.03 -0.48
H 3.23 0.51 1.77 0.23
H -0.17 -0.04 2.65 0.23
C -2.03 0.13 -2.12 -0.18
H -1.95 1.86 -0.87 0.28
H 1.23 0.77 2.97 0.23
H -1.84 -1.65 -1.37 0.30
C 1.33 -0.28 1.25 0.58
```

charge = 0
maximum force = 2.9 eV/Å
SMILES string = N=C(N)N.CCO
calculated total energy = -360.39565 Eh
2S+1 = 1
Kohn-Sham gap = 9.7 eV

Q: charge of number 3 (C26H75N3O17)?
A: +1